{"formula": "C38H64N3O4", "method": "ωB97M-V/def2-TZVPD", "e_homo_ev": -11.513, "total_charge": 1, "orbital_gap_ev": 8.0681, "e_tot_ha": -1951.2238, "species": ["H", "H", "H", "H", "C", "H", "C", "H", "H", "H", "H", "C", "H", "C", "H", "O", "H", "H", "H", "H", "H", "N", "H", "C", "C", "H", "C", "C", "H", "H", "H", "C", "H", "H", "H", "C", "H", "C", "H", "O", "H", "C", "C", "H", "H", "H", "C", "H", "H", "H", "C", "C", "H", "C", "N", "C", "C", "C", "O", "C", "N", "C", "C", "H", "H", "C", "H", "C", "H", "C", "C", "C", "H", "O", "H", "H", "H", "H", "H", "C", "H", "C", "H", "C", "H", "H", "H", "C", "C", "H", "H", "H", "H", "H", "C", "H", "C", "H", "H", "H", "C", "H", "H", "H", "C", "H", "H", "H", "C"], "coordinates": [[10.862883, -0.487564, -0.498885], [-0.983110, 3.276709, -4.397698], [-6.905845, 0.401324, 0.512634], [-1.817255, 2.999093, 0.145954], [-2.180221, 1.891051, -3.312533], [-2.817276, 2.678083, -2.897619], [-0.916314, -5.605785, -2.260775], [0.929983, 1.274920, -1.903128], [-3.462426, 4.350329, -0.646081], [-0.160026, 1.754898, -4.181452], [-2.642873, 1.543817, -4.242347], [-3.480494, -1.977644, 3.436281], [-6.459395, 2.820230, 2.298308], [-1.836374, 3.911453, 0.739438], [-0.455315, -4.361067, 1.003055], [-2.334534, 2.292062, 2.514504], [3.606282, 0.929347, 0.135589], [-1.690695, -6.203654, -1.773372], [-3.182558, -3.765802, 4.506565], [-4.201730, 3.066239, 2.981371], [7.094383, 1.387122, -1.594187], [-2.827970, -4.058519, 2.450532], [9.090627, -1.315464, 0.906709], [-3.557084, 2.244183, 3.275520], [-2.535989, -5.496699, 2.732989], [0.709721, -4.989883, -1.023057], [-3.160218, -3.285338, 3.540145], [-0.320563, -4.655121, -1.174400], [-2.783923, -5.688727, 3.774133], [-2.618406, -3.840426, -0.707043], [10.048307, 1.360695, 2.002934], [-6.575895, 1.155082, -0.209803], [9.012110, 0.846238, -0.447066], [7.107455, -0.452623, 0.331815], [1.750388, 2.773260, -0.169493], [-3.851737, 0.024481, 1.984373], [-1.715274, -0.135871, -2.955442], [-2.033134, 3.592959, 2.191106], [-4.102804, 1.244725, -1.829607], [-1.939159, 4.421308, 3.040564], [8.472098, 2.287072, 0.451225], [-3.120570, -2.152435, 1.047410], [-5.582756, 2.063799, 0.506969], [5.209983, -0.529312, -0.714635], [-1.486436, -5.684389, 2.526693], [-7.415864, 1.779694, -0.505452], [-2.093069, 0.693578, -2.349479], [-1.375994, 0.879343, -1.546873], [0.257575, 4.107865, -2.713074], [-5.306159, 0.937332, 3.210604], [9.849675, -0.734552, 1.432853], [-2.776429, -3.533148, 1.217017], [-3.291502, 2.435177, 4.317778], [8.535936, 1.197211, 0.470910], [-2.409606, -4.315447, 0.156866], [-4.213857, 0.855481, 3.201821], [1.243475, 2.281488, -2.199724], [-2.937327, 4.837859, 0.174963], [-4.612234, -6.344858, 2.455478], [2.150312, 2.966335, -1.167659], [-4.305366, 1.886493, 0.468050], [-6.214530, 3.170665, 1.292087], [-1.493565, -4.779501, -3.432883], [-3.968329, 0.366346, 4.136681], [-3.990218, -0.348158, -2.508599], [3.605858, 2.493025, -1.321648], [6.087512, 2.277381, -0.471055], [6.363622, 1.272557, -0.791093], [-2.509216, -4.475511, -3.170890], [-3.484714, -0.242564, -0.419897], [7.093240, 0.634663, 0.417303], [11.109739, -0.585464, 0.558354], [5.289976, 0.187260, -2.314070], [-3.291869, -6.336741, 1.929180], [-1.036582, -5.884261, 0.384115], [-3.749071, -1.475820, 4.349566], [-3.674155, 5.137024, 0.918620], [4.218948, 3.130664, -0.684181], [11.623598, 0.326435, 0.866309], [3.772673, 1.016679, -0.944443], [-5.558449, 4.032340, 1.412168], [-3.881038, 0.561750, 0.697286], [-5.090511, -5.770523, 1.838099], [-0.043457, 3.084246, -2.480469], [-1.505185, -5.398183, -4.328214], [11.773877, -1.443286, 0.665768], [-2.853943, -2.099515, -1.122208], [-3.500447, 0.337792, -1.811844], [-3.488022, -1.337613, 2.150727], [1.753865, 2.178783, -3.162878], [6.598581, 0.929071, 1.347266], [-0.153393, -6.308278, -2.590544], [-0.688484, 3.105415, -1.601099], [10.090834, -1.192337, 2.393282], [-1.000787, -4.810517, 0.168560], [2.140377, 4.035491, -1.396139], [-3.120586, -1.547154, -0.227109], [-7.146251, 3.527090, 0.851186], [-2.480156, 5.743117, -0.221573], [-0.859464, 4.377804, 0.610240], [9.252433, 0.665652, 1.733551], [-6.132238, 0.695508, -1.086943], [-0.869965, -3.901784, -3.592128], [3.920908, 2.605419, -2.363912], [-0.813701, 2.470929, -3.677150], [8.510372, 0.529899, 2.522392], [-0.247705, -3.622522, -1.521520], [3.027496, 0.412831, -1.467871], [5.156695, 0.419889, -1.254651]], "forces_ev_per_a": [[0.00, 0.02, 0.01], [-0.03, -0.15, -0.11], [-0.25, -0.13, -0.29], [-0.03, -0.13, 0.20], [0.55, -0.43, -0.16], [0.07, 0.00, 0.05], [-0.18, 0.99, 0.34], [0.27, -0.04, 0.09], [-0.02, -0.02, 0.07], [-0.24, -0.22, 0.02], [-0.23, 0.08, 0.11], [0.12, -0.49, -0.32], [0.08, -0.28, -0.07], [0.05, -0.54, -0.60], [0.04, 0.32, -0.24], [-0.67, -0.06, -0.61], [-0.17, -0.11, -0.06], [-0.09, -0.07, -0.27], [0.10, -0.25, -0.15], [-0.13, -0.14, -0.25], [-0.11, -0.02, -0.09], [0.26, -0.30, 0.37], [0.05, -0.27, 0.22], [0.55, 0.03, 0.79], [-0.35, 0.06, -0.33], [0.03, 0.26, 0.16], [-0.27, 0.76, 0.20], [0.53, -0.90, -0.11], [0.16, 0.21, 0.07], [0.06, -0.10, -0.10], [-0.05, -0.12, 0.43], [0.40, 0.21, 0.99], [0.35, 0.26, 0.07], [0.00, -0.02, 0.07], [0.19, 0.23, 0.12], [0.23, -0.03, 0.17], [0.17, -0.13, 0.32], [0.47, -0.10, -0.08], [0.01, 0.03, 0.16], [-0.24, 0.59, 0.57], [0.14, 0.00, -0.01], [-0.27, 0.25, -0.14], [-0.05, -0.12, -0.63], [0.02, -0.11, -0.22], [-0.05, -0.23, -0.03], [-0.15, -0.24, -0.01], [-0.41, 0.22, -0.61], [-0.14, 0.05, 0.09], [-0.17, 0.05, 0.07], [0.03, 0.32, 0.11], [0.32, 1.10, -0.03], [-0.31, 0.51, -0.14], [-0.14, 0.02, 0.00], [-0.90, -0.79, 0.66], [0.47, 0.56, 0.35], [-0.07, 0.23, -0.52], [-0.77, 0.50, 0.11], [0.20, 0.11, -0.12], [-0.13, 0.11, 0.18], [0.25, -0.55, -1.13], [-0.90, -0.40, 2.44], [0.06, 1.10, -0.71], [0.22, -0.88, 0.60], [0.10, -0.28, -0.17], [0.05, -0.09, 0.10], [-0.52, -0.42, 0.37], [-0.13, 0.03, -0.26], [0.01, -0.78, 0.70], [-0.01, 0.16, -0.28], [-0.12, 0.00, 0.07], [0.51, 1.16, -0.59], [-0.34, -0.20, 0.28], [-0.32, 0.09, -0.03], [0.34, -0.09, -0.14], [0.06, 0.03, -0.02], [0.01, 0.08, -0.05], [0.11, 0.01, 0.07], [0.22, -0.10, -0.15], [0.27, -0.14, -0.07], [0.54, 0.25, 0.01], [0.11, -0.11, -0.01], [0.23, -0.44, -1.69], [0.01, -0.09, -0.09], [0.37, -0.61, -0.45], [-0.24, 0.24, -0.15], [0.06, 0.08, -0.04], [0.03, -0.02, 0.07], [0.30, 0.07, 0.00], [-0.01, -0.04, 0.32], [0.20, 0.00, 0.12], [-0.18, -0.28, -0.01], [0.04, 0.12, -0.12], [0.08, 0.12, 0.05], [0.03, -0.28, -0.16], [-0.33, -0.85, 0.21], [-0.17, 0.05, 0.33], [0.08, 0.02, -0.26], [0.02, -0.08, -0.01], [-0.12, 0.06, 0.05], [-0.02, 0.08, 0.23], [-0.10, -0.61, -1.25], [0.03, -0.19, 0.08], [-0.07, 0.01, -0.24], [0.00, 0.30, 0.05], [-0.06, 0.93, 0.23], [0.15, 0.47, 0.21], [-0.23, 0.05, 0.12], [-0.11, 0.03, 0.15], [0.21, 0.41, 0.29]], "lowdin_charge": [0.063, 0.109, 0.102, 0.078, -0.208, 0.108, -0.230, 0.100, 0.059, 0.108, 0.117, 0.031, 0.096, -0.143, 0.128, -0.021, 0.116, 0.102, 0.137, 0.101, 0.107, 0.047, 0.092, -0.148, -0.128, 0.118, -0.019, -0.184, 0.140, 0.100, 0.101, 0.010, 0.100, 0.099, 0.114, -0.069, 0.116, -0.492, 0.092, 0.153, 0.112, -0.047, -0.326, 0.095, 0.135, 0.085, -0.175, 0.105, 0.111, 0.126, -0.255, -0.170, 0.131, -0.214, 0.094, -0.073, -0.226, -0.065, 0.025, -0.203, 0.166, -0.016, -0.096, 0.094, 0.128, -0.218, 0.095, -0.202, 0.066, -0.128, -0.216, -0.109, 0.106, -0.100, 0.114, 0.113, 0.065, 0.100, 0.070, -0.212, 0.073, -0.138, 0.112, -0.201, 0.073, 0.066, 0.120, -0.143, -0.068, 0.116, 0.112, 0.105, 0.075, 0.100, -0.179, 0.109, 0.044, 0.086, 0.078, 0.120, -0.215, 0.073, 0.067, 0.120, -0.200, 0.100, 0.109, 0.098, -0.199]}